# C28H84O19

A 14-piece molecular cluster, C28H84O19 overall in a non-equilibrium geometry (wB97M-V/def2-TZVPD, OMol25).

ORCA input file:
```
! wB97M-V def2-TZVPD RIJCOSX def2/J DEFGRID3
* xyz 0 1
C 2.962 3.926 -1.245
C 2.373 5.079 -1.996
O 1.598 4.652 -3.068
O 4.012 3.287 -1.989
H 2.173 3.190 -1.094
H 3.422 4.260 -0.291
H 3.284 5.712 -2.205
H 1.709 5.643 -1.359
H 1.825 5.107 -3.882
H 3.617 2.975 -2.815
C 0.678 2.708 2.038
C 1.731 3.785 2.235
O 1.568 4.656 3.365
O -0.560 3.376 2.277
H 0.871 1.893 2.746
H 0.689 2.298 1.058
H 1.710 4.364 1.297
H 2.676 3.294 2.362
H 0.631 4.934 3.317
H -1.123 3.176 1.505
C 4.837 1.298 1.158
C 3.880 0.515 0.343
O 2.634 0.262 1.028
O 5.294 0.628 2.371
H 4.567 2.328 1.443
H 5.749 1.415 0.521
H 4.420 -0.422 0.206
H 3.620 0.964 -0.611
H 1.890 0.488 0.427
H 4.518 0.481 2.886
C 0.006 -4.130 1.227
C 0.121 -4.069 2.713
O -0.544 -2.931 3.275
O 0.350 -5.448 0.728
H 0.741 -3.437 0.804
H -0.954 -3.877 0.848
H 1.127 -4.076 3.158
H -0.368 -4.967 3.071
H 0.031 -2.154 3.151
H -0.430 -6.049 0.777
C 1.619 1.025 -4.397
C 3.082 0.655 -4.387
O 3.871 1.811 -4.622
O 1.240 1.796 -3.290
H 1.015 0.077 -4.249
H 1.282 1.445 -5.378
H 3.234 -0.113 -5.187
H 3.399 0.137 -3.477
H 4.810 1.631 -4.631
H 1.425 2.761 -3.378
C -2.899 4.443 -0.660
C -3.430 3.044 -0.177
O -2.247 2.278 0.266
H -2.103 4.421 -1.382
H -2.474 5.146 0.108
H -3.760 4.936 -1.109
H -3.891 2.650 -1.060
H -4.252 3.225 0.515
H -2.639 1.395 0.454
C -1.673 0.292 3.787
C -1.307 1.331 4.796
O -1.953 2.560 4.535
H -1.417 0.663 2.812
H -2.771 0.152 3.861
H -1.172 -0.668 4.010
H -0.209 1.487 4.823
H -1.683 0.998 5.754
H -1.508 2.950 3.752
C 1.538 -1.469 5.592
C 2.382 -0.846 4.459
O 1.621 -1.182 3.265
H 1.196 -2.477 5.430
H 0.644 -0.838 5.600
H 1.903 -1.360 6.624
H 3.384 -1.277 4.331
H 2.481 0.268 4.632
H 2.019 -0.614 2.579
C -0.461 -0.708 0.268
C -0.253 0.101 -1.003
O 0.948 0.844 -0.858
H -0.670 -0.096 1.156
H 0.478 -1.270 0.475
H -1.290 -1.457 0.155
H -1.080 0.807 -1.144
H -0.157 -0.529 -1.922
H 1.264 1.248 -1.691
C -4.264 -4.396 2.682
C -4.069 -2.968 2.908
O -3.114 -2.432 2.061
H -4.121 -4.681 1.619
H -5.282 -4.741 2.874
H -3.486 -4.999 3.159
H -4.000 -2.769 3.991
H -5.001 -2.458 2.642
H -2.183 -2.596 2.330
C 2.672 -2.400 -1.413
C 4.093 -2.757 -1.745
O 4.132 -3.431 -3.009
H 2.619 -1.760 -0.504
H 1.998 -3.253 -1.225
H 2.225 -1.751 -2.185
H 4.550 -3.331 -0.941
H 4.693 -1.849 -1.769
H 3.657 -4.251 -2.834
C -2.028 1.500 -4.502
C -3.508 1.139 -4.314
O -3.664 -0.224 -4.796
H -1.627 1.466 -5.537
H -1.433 0.749 -3.980
H -1.745 2.435 -4.036
H -4.131 1.831 -4.835
H -3.882 1.167 -3.277
H -3.851 -0.106 -5.714
C -1.197 -4.312 -2.239
C -0.505 -3.161 -2.886
O -1.398 -2.165 -3.260
H -1.807 -3.998 -1.383
H -0.405 -4.998 -1.819
H -1.858 -4.895 -2.884
H 0.151 -3.448 -3.708
H 0.086 -2.702 -2.101
H -1.720 -2.386 -4.128
C -3.943 -1.395 -1.238
C -4.684 -0.457 -0.320
O -3.805 0.078 0.671
H -3.120 -0.902 -1.799
H -4.506 -1.803 -2.067
H -3.473 -2.182 -0.678
H -5.542 -0.938 0.192
H -5.063 0.413 -0.867
H -3.329 -0.685 1.046
*
```

## Properties
Relative energy (zero: lowest compared OMol25 entry of this formula, charge and spin) = 0.0 kcal/mol
Lowest unoccupied orbital energy = 0.2 eV

---

# C28H84O28

A 14-piece molecular cluster, C28H84O28 overall in a non-equilibrium geometry (wB97M-V/def2-TZVPD, OMol25).

ORCA input file:
```
! wB97M-V def2-TZVPD RIJCOSX def2/J DEFGRID3
* xyz 0 1
C 2.977 -3.648 4.864
C 3.589 -3.335 6.234
O 4.742 -2.577 6.326
O 2.617 -2.392 4.331
H 2.101 -4.273 5.039
H 3.683 -4.082 4.156
H 3.644 -4.383 6.527
H 2.734 -2.910 6.760
H 5.364 -3.041 6.890
H 2.192 -2.643 3.508
C -2.824 -2.544 7.353
C -2.639 -2.587 5.826
O -2.644 -1.266 5.416
O -4.073 -2.004 7.743
H -2.116 -1.833 7.779
H -2.700 -3.504 7.854
H -3.158 -3.244 5.128
H -1.591 -2.881 5.769
H -2.148 -0.717 6.028
H -4.114 -1.172 7.267
C 0.294 -0.749 0.250
C 0.415 -0.234 -1.187
O -0.773 -0.326 -1.948
O -0.174 0.227 1.245
H 1.258 -1.101 0.619
H -0.390 -1.596 0.186
H 1.165 -0.820 -1.718
H 0.714 0.807 -1.066
H -1.207 -1.153 -1.725
H -0.985 -0.083 1.655
C 4.179 5.803 -1.237
C 5.472 5.896 -0.392
O 5.093 5.971 0.959
O 3.468 4.611 -1.006
H 4.418 5.872 -2.298
H 3.622 6.651 -0.841
H 6.076 6.773 -0.623
H 6.130 5.044 -0.562
H 4.821 5.119 1.306
H 3.549 4.270 -0.112
C 6.366 -0.752 0.454
C 6.989 -1.867 1.408
O 6.655 -1.655 2.778
O 5.083 -0.273 0.720
H 6.235 -1.232 -0.516
H 7.064 0.085 0.486
H 8.022 -1.992 1.082
H 6.513 -2.828 1.210
H 5.764 -1.939 2.996
H 5.067 0.660 0.947
C -2.458 4.519 3.891
C -1.373 5.427 3.346
O -1.910 6.746 3.211
O -2.778 4.834 5.255
H -2.062 3.508 3.993
H -3.251 4.568 3.144
H -1.092 4.979 2.393
H -0.590 5.567 4.091
H -2.553 6.975 3.886
H -3.199 5.691 5.346
C -3.940 -1.845 -5.979
C -4.905 -1.986 -7.219
O -4.345 -2.461 -8.438
O -3.434 -3.012 -5.538
H -4.588 -1.572 -5.146
H -3.011 -1.301 -6.150
H -5.460 -1.050 -7.273
H -5.712 -2.660 -6.931
H -4.322 -1.749 -9.082
H -3.246 -2.977 -4.597
C 3.371 -1.821 -6.758
C 2.309 -2.794 -7.436
O 1.446 -1.989 -8.211
O 2.775 -1.012 -5.778
H 3.939 -1.252 -7.494
H 4.144 -2.521 -6.443
H 1.724 -3.316 -6.679
H 2.812 -3.530 -8.063
H 1.229 -1.253 -7.635
H 3.389 -0.347 -5.457
C 0.722 -6.038 -0.095
C -0.282 -6.997 -0.862
O -1.049 -6.294 -1.809
O 0.106 -5.287 0.918
H 1.045 -5.287 -0.816
H 1.486 -6.640 0.396
H -0.981 -7.359 -0.108
H 0.137 -7.942 -1.207
H -1.101 -6.889 -2.561
H -0.446 -5.796 1.517
C -4.561 -3.615 -0.553
C -5.601 -4.532 -1.284
O -5.213 -5.863 -1.042
O -3.381 -3.410 -1.285
H -4.294 -3.955 0.447
H -5.043 -2.643 -0.450
H -5.471 -4.344 -2.350
H -6.603 -4.346 -0.897
H -4.280 -5.850 -1.266
H -2.905 -4.218 -1.491
C 1.112 2.571 -7.039
C 1.843 3.552 -6.071
O 2.706 3.141 -4.948
O 0.057 2.014 -6.282
H 1.796 1.789 -7.371
H 0.747 2.955 -7.992
H 1.295 4.333 -5.544
H 2.488 4.170 -6.696
H 2.307 3.507 -4.155
H 0.372 1.621 -5.465
C -3.351 4.101 -2.347
C -2.626 4.415 -1.113
O -1.868 5.604 -1.293
O -3.811 2.847 -2.262
H -2.859 4.232 -3.311
H -4.113 4.878 -2.402
H -1.864 3.642 -1.017
H -3.327 4.480 -0.281
H -1.502 6.000 -0.500
H -3.298 2.249 -2.811
C -6.267 1.659 3.525
C -5.896 1.585 2.061
O -4.536 1.315 1.930
O -5.912 0.614 4.429
H -7.309 1.907 3.726
H -5.669 2.515 3.839
H -6.056 2.344 1.295
H -6.383 0.705 1.642
H -4.119 1.306 1.065
H -4.983 0.551 4.196
C 3.314 3.148 3.996
C 4.525 2.196 4.494
O 5.557 1.857 3.647
O 2.866 2.736 2.676
H 3.632 4.190 4.034
H 2.517 3.179 4.738
H 4.203 1.198 4.793
H 4.916 2.777 5.329
H 5.453 0.939 3.386
H 2.310 1.960 2.778
*
```

## Properties
Relative energy (zero: lowest compared OMol25 entry of this formula, charge and spin) = 219.8 kcal/mol
Lowest unoccupied orbital energy = -0.1 eV

---

# C28H87N7O12

A 12-piece molecular cluster, C28H87N7O12 overall in a non-equilibrium geometry (wB97M-V/def2-TZVPD, OMol25).

ORCA input file:
```
! wB97M-V def2-TZVPD RIJCOSX def2/J DEFGRID3
* xyz 0 1
C 2.277 -2.660 2.377
O 2.657 -4.027 2.532
C 2.592 -4.811 1.287
C 3.003 -6.271 1.391
C 4.452 -6.559 1.766
N 2.889 -6.921 0.091
H 1.229 -2.392 2.512
H 2.542 -2.313 1.379
H 2.720 -2.167 3.243
H 1.571 -4.769 0.909
H 3.236 -4.258 0.604
H 2.345 -6.781 2.095
H 5.195 -6.209 1.050
H 4.605 -7.631 1.889
H 4.571 -6.017 2.705
H 3.566 -6.462 -0.502
H 2.061 -6.624 -0.406
C -6.740 -2.012 -5.573
O -5.767 -2.754 -4.903
C -5.069 -2.061 -3.898
C -3.843 -2.931 -3.516
C -4.272 -3.958 -2.522
N -2.831 -2.197 -2.787
H -7.507 -1.759 -4.841
H -7.073 -2.695 -6.355
H -6.358 -1.102 -6.036
H -4.688 -1.090 -4.214
H -5.770 -1.906 -3.077
H -3.547 -3.486 -4.407
H -4.460 -3.416 -1.595
H -3.415 -4.582 -2.267
H -5.096 -4.623 -2.779
H -2.539 -1.418 -3.359
H -2.081 -2.831 -2.549
C 2.009 3.307 10.591
O 2.100 3.037 9.249
C 0.831 3.024 8.618
C 1.048 2.487 7.188
C -0.099 2.659 6.185
N 1.402 1.113 7.288
H 1.853 2.401 11.178
H 1.134 3.900 10.856
H 2.939 3.784 10.899
H 0.021 2.486 9.111
H 0.379 4.015 8.563
H 1.864 3.089 6.787
H -0.795 1.876 6.486
H 0.212 2.368 5.182
H -0.505 3.652 5.992
H 1.990 1.050 8.107
H 0.516 0.745 7.605
C -1.679 4.697 3.048
O -2.201 3.464 3.510
C -3.594 3.364 3.428
C -4.044 1.964 2.887
C -3.507 1.650 1.511
N -5.494 1.785 2.804
H -0.635 4.691 3.363
H -2.110 5.527 3.609
H -1.775 4.924 1.986
H -3.984 3.665 4.400
H -4.032 4.064 2.716
H -3.822 1.168 3.598
H -2.427 1.786 1.566
H -3.933 2.264 0.717
H -3.640 0.584 1.331
H -5.849 1.786 3.749
H -5.790 2.677 2.435
C 1.437 4.270 -4.894
O 0.958 3.094 -5.479
C -0.476 2.905 -5.417
C -0.916 2.128 -6.726
C -0.665 2.803 -8.121
N -2.310 1.641 -6.634
H 1.165 5.242 -5.305
H 2.515 4.306 -5.048
H 1.225 4.223 -3.826
H -0.795 2.438 -4.485
H -1.109 3.791 -5.448
H -0.280 1.244 -6.767
H -1.252 2.368 -8.930
H 0.402 2.676 -8.301
H -0.945 3.856 -8.116
H -2.818 2.407 -7.053
H -2.435 0.851 -7.251
C -0.053 0.363 2.265
O -0.272 0.108 0.834
C 0.448 1.082 -0.031
C 0.163 0.776 -1.492
C 1.200 1.337 -2.431
N -1.153 1.211 -1.825
H -0.322 1.380 2.551
H 0.994 0.225 2.537
H -0.651 -0.255 2.935
H 0.097 2.022 0.394
H 1.497 0.914 0.213
H 0.190 -0.308 -1.603
H 1.021 0.820 -3.375
H 2.240 1.129 -2.183
H 1.124 2.390 -2.703
H -1.213 2.088 -1.328
H -1.805 0.628 -1.319
C 5.584 -1.473 1.272
O 4.892 -1.183 0.085
C 5.364 -1.848 -1.085
C 4.463 -1.722 -2.311
C 2.973 -1.902 -2.025
N 4.886 -2.728 -3.312
H 5.057 -1.113 2.155
H 6.543 -0.962 1.184
H 5.762 -2.530 1.468
H 6.424 -1.693 -1.285
H 5.262 -2.913 -0.873
H 4.660 -0.743 -2.749
H 2.649 -1.179 -1.277
H 2.679 -2.887 -1.661
H 2.477 -1.599 -2.947
H 4.489 -2.413 -4.186
H 5.884 -2.676 -3.458
O 2.361 1.088 4.530
H 3.280 1.202 4.772
H 1.889 1.108 5.362
O -1.967 -0.058 -4.300
H -1.979 0.519 -5.064
H -1.882 0.535 -3.553
O -2.209 -1.755 1.457
H -1.431 -1.340 1.085
H -2.943 -1.331 1.012
O -3.890 -0.881 -0.740
H -3.544 -1.433 -1.442
H -4.786 -0.681 -1.011
O 3.784 1.318 -4.503
H 2.920 1.666 -4.720
H 4.313 2.091 -4.308
*
```

## Properties
Relative energy (zero: lowest compared OMol25 entry of this formula, charge and spin) = 35.3 kcal/mol
Lowest unoccupied orbital energy = 0.5 eV
SMILES = COC[C@H](C)N.COC[C@H](C)N.COC[C@H](C)N.COC[C@H](C)N.COC[C@H](C)N.COC[C@H](C)N.COC[C@H](C)N.O.O.O.O.O